{"formula": "C26H75N6O14", "method": "ωB97M-V with the def2-TZVPD basis set", "species": ["H", "H", "C", "C", "O", "C", "N", "H", "N", "C", "H", "H", "H", "H", "H", "H", "H", "O", "H", "O", "C", "H", "H", "H", "H", "H", "H", "N", "H", "C", "H", "O", "H", "O", "H", "H", "H", "O", "H", "N", "H", "H", "H", "H", "H", "H", "C", "H", "H", "H", "H", "N", "H", "H", "C", "H", "C", "C", "O", "C", "N", "H", "C", "H", "C", "H", "H", "H", "O", "H", "H", "H", "H", "H", "C", "C", "H", "C", "H", "C", "H", "H", "H", "H", "H", "C", "C", "H", "H", "H", "H", "H", "O", "H", "C", "H", "H", "C", "H", "H", "C", "H", "C", "H", "C", "H", "H", "H", "C", "H", "H", "O", "O", "O", "O", "H", "H", "O", "H", "C", "H"], "positions_angstrom": [[-3.644, 0.984, -0.710], [-2.597, -5.573, -0.354], [3.387, 3.692, 1.152], [-1.598, 0.312, 3.448], [1.545, -0.074, 4.447], [-0.985, 4.875, 1.767], [-0.347, 3.239, -1.260], [-2.270, -3.806, -0.710], [4.236, 4.681, 1.386], [4.521, 0.334, -1.875], [-0.654, 0.002, 3.018], [-5.284, -2.571, 2.492], [-2.065, 0.997, 2.737], [-2.174, 1.420, 4.939], [-0.112, 3.611, 3.371], [5.116, 5.030, 0.848], [0.299, 3.077, -0.539], [-0.193, -2.859, -3.547], [-5.141, -0.216, 0.557], [4.605, -3.136, -2.024], [5.180, -2.623, 0.987], [-0.300, 1.038, 0.702], [-2.616, -1.034, -2.479], [-0.640, -3.591, -3.901], [-1.753, 3.369, 3.139], [-4.445, 0.738, 1.964], [5.347, -1.597, 0.785], [3.699, 2.944, 0.137], [-0.750, 0.307, -3.529], [-3.224, -1.463, 0.748], [-0.339, -4.263, -1.514], [-3.577, 3.900, -0.427], [4.227, -0.177, -0.976], [3.703, 0.042, -2.995], [0.370, -0.440, -4.626], [-2.560, -0.674, 0.433], [4.418, 3.103, -0.502], [2.998, -2.149, 1.468], [-2.635, 5.535, 3.019], [2.370, -2.556, -2.606], [-3.979, 4.756, -0.693], [-3.192, 3.521, -2.230], [4.358, -4.311, -4.160], [-5.449, -2.604, 0.812], [-1.216, 3.620, -1.052], [-5.367, 2.085, -2.539], [-0.844, 3.621, 2.572], [2.263, -1.911, -1.762], [-1.383, -1.760, -1.453], [0.687, -0.465, -2.897], [-0.388, -0.740, 0.659], [3.448, -3.891, -3.916], [3.486, -4.066, 2.979], [2.190, -0.828, 4.513], [-1.909, -1.836, -2.358], [-1.616, -1.857, -4.466], [-0.533, -4.711, 0.191], [-2.061, -4.609, -0.017], [2.274, 3.598, 1.881], [1.322, 0.124, -0.322], [1.122, 2.368, -2.530], [-0.814, 0.188, -0.743], [-5.110, 2.784, -1.736], [-2.762, -1.935, 1.565], [-0.053, -3.385, 0.748], [-3.390, -2.071, -0.148], [0.795, 4.588, 1.115], [-1.132, 6.415, 3.377], [1.928, 1.210, -0.202], [2.560, -4.795, 1.667], [4.263, -5.113, 1.717], [0.202, -2.656, -0.068], [2.804, 0.777, 2.961], [3.383, -3.224, 0.000], [-1.700, 5.940, 2.552], [-5.533, -1.974, 1.648], [-2.215, -0.615, 3.536], [-0.139, 0.147, 0.111], [5.718, -3.270, 0.282], [-3.635, 3.052, -1.373], [3.182, -0.743, -2.792], [1.517, -0.197, 2.314], [-1.503, 4.555, 0.840], [2.687, -3.844, -4.529], [3.827, 5.335, 2.094], [3.518, -4.307, 1.925], [1.794, 0.425, 3.092], [-2.251, 1.846, -0.281], [-2.508, 1.270, -2.004], [1.487, 2.035, -3.384], [-5.676, 3.662, -1.953], [-2.622, -4.302, 0.899], [0.001, -4.937, -0.906], [-0.228, -5.519, 0.904], [3.473, -3.223, -2.814], [2.736, -1.624, 0.714], [-2.042, 6.732, 1.853], [-2.965, 1.701, -1.069], [0.873, -3.574, 1.220], [1.473, 1.896, -1.681], [-0.086, 2.890, -2.442], [5.550, 0.104, -2.190], [-0.092, -0.551, -3.634], [-6.553, -1.615, 1.661], [-1.010, -1.864, -3.575], [-0.798, -2.978, 1.357], [-2.534, -2.655, -2.365], [4.462, 1.397, -1.720], [-4.543, -0.866, 1.304], [3.096, 2.115, -0.062], [5.704, -2.866, 1.922], [-1.330, 0.930, 4.759], [1.865, -0.929, -0.643], [-0.965, 3.189, -3.481], [-4.426, -0.152, 2.307], [-0.603, 2.737, 1.975], [-5.641, 2.321, -0.874], [0.109, 5.273, 1.285], [1.510, -2.599, -3.161], [3.743, -3.039, 0.998], [1.243, 1.375, 2.897]], "lowdin_charge": [0.0328, 0.1031, -0.6354, -0.1398, -0.1252, -0.6605, 0.2189, 0.0239, 0.1135, -0.1436, 0.0400, 0.0763, 0.0537, 0.0843, 0.0911, 0.1541, 0.0950, -0.0141, 0.1537, -0.1177, -0.0479, 0.0597, 0.0846, 0.1071, 0.0739, 0.1195, 0.0598, 0.1796, 0.0602, -0.0215, 0.0909, -0.0010, 0.0633, -0.1248, 0.0922, 0.0418, 0.0775, -0.0156, 0.0824, 0.1532, 0.1448, 0.1166, 0.1352, 0.0523, 0.0702, 0.0792, -0.0521, 0.0667, 0.0455, 0.0435, 0.0512, 0.1619, 0.0663, 0.0911, -0.0437, 0.1391, -0.6248, -0.0465, -0.0882, -0.6398, 0.1946, 0.0546, -0.0467, 0.0594, -0.0117, 0.0705, 0.0798, 0.0884, -0.0608, 0.0532, 0.0782, 0.0894, 0.0807, 0.1115, -0.0435, -0.0365, 0.0814, 0.0072, 0.0736, -0.6016, 0.0118, 0.0217, 0.1128, 0.0889, 0.1262, -0.0233, -0.1391, 0.0535, 0.0970, 0.0949, 0.0546, 0.0759, 0.0208, 0.1585, -0.6117, 0.0525, 0.0781, -0.0270, 0.0495, 0.0625, -0.6129, 0.0868, -0.0009, 0.0781, -0.5053, 0.0474, 0.0501, 0.0429, -0.6334, 0.0369, 0.0748, -0.1316, -0.0419, -0.1558, 0.0243, 0.0543, 0.0794, -0.0098, 0.0750, -0.6189, 0.0724], "gap_ev": 8.372, "total_charge": -1, "molar_mass_g_mol": 695.91, "de_lowest_kj_mol": 0.0, "e_lumo_ev": 1.943, "max_force_ev_per_a": 10.219}

{"formula": "C11H13INO", "method": "ωB97M-V with the def2-TZVPD basis set", "species": ["H", "H", "C", "H", "H", "C", "N", "H", "C", "H", "H", "C", "H", "H", "C", "H", "H", "H", "C", "C", "C", "O", "I", "H", "C", "C", "C"], "positions_angstrom": [[-1.541, 1.572, -2.224], [-1.755, -0.125, -2.118], [0.644, 1.892, 1.166], [0.230, -3.812, -0.853], [-1.298, -2.106, 2.548], [1.812, -0.188, 0.463], [-0.072, 1.944, -0.048], [2.102, 2.259, -0.424], [-0.786, -1.923, 1.620], [0.583, 0.741, -1.697], [-0.599, -4.109, 1.000], [-0.754, -0.712, 1.049], [-2.489, 0.838, -0.839], [1.977, -0.914, 1.338], [0.171, -2.835, -0.428], [-1.224, 0.298, 1.445], [-0.949, 2.534, -0.105], [1.009, 3.787, -0.134], [-1.587, 0.758, -1.462], [0.526, -1.554, -0.842], [-0.360, -3.023, 0.807], [2.491, 0.325, -0.375], [-0.268, 2.756, 2.868], [1.045, -1.415, -1.836], [0.079, -0.462, -0.098], [-0.203, 0.787, -0.884], [1.216, 2.688, 0.066]], "lowdin_charge": [0.1109, 0.1128, -0.7460, 0.1186, 0.1224, -0.0637, -0.1275, 0.1126, -0.0133, 0.1791, 0.1494, -0.0124, 0.1079, 0.1880, -0.0345, 0.1308, 0.1889, 0.1501, -0.0136, 0.0067, -0.0059, 0.0587, 0.8733, 0.1771, -0.3672, -0.3223, -0.0810], "gap_ev": [6.472, 6.470], "total_charge": 1, "molar_mass_g_mol": 302.13, "de_lowest_kj_mol": 384.9, "e_lumo_ev": [-5.204, -5.205], "max_force_ev_per_a": 3.721}

{"formula": "C7H10", "method": "ωB97M-V with the def2-TZVPD basis set", "species": ["C", "H", "C", "H", "H", "H", "C", "C", "C", "H", "H", "H", "H", "C", "H", "H", "C"], "positions_angstrom": [[0.352, -0.334, -0.122], [-0.891, 2.565, 0.242], [-1.567, 0.485, -0.410], [-1.360, -1.159, 1.116], [1.657, -1.259, 1.117], [1.458, 1.335, 0.602], [-1.087, -0.860, 0.095], [-0.268, 0.768, -1.103], [1.509, -1.291, 0.020], [2.438, -0.935, -0.433], [-2.561, 0.752, -0.756], [0.659, 0.415, 1.907], [1.312, -2.321, -0.293], [0.539, 0.798, 0.871], [0.002, 1.178, -2.068], [-1.331, -1.663, -0.612], [-0.613, 1.518, 0.170]], "lowdin_charge": [-0.4264, 0.1271, -0.1828, 0.1167, 0.0821, 0.1230, -0.0865, -0.0875, -0.0330, 0.0799, 0.1312, 0.1163, 0.0754, -0.1254, 0.1289, 0.1192, -0.1583], "gap_ev": 10.413, "total_charge": 0, "molar_mass_g_mol": 94.16, "de_lowest_kj_mol": 271.2, "e_lumo_ev": 1.143, "max_force_ev_per_a": 1.044}

{"formula": "C5H7N3", "method": "ωB97M-V with the def2-TZVPD basis set", "species": ["N", "C", "N", "C", "C", "H", "H", "H", "C", "H", "H", "H", "C", "H", "N"], "positions_angstrom": [[0.399, -0.886, 0.455], [1.393, -0.883, 1.565], [2.718, -0.687, 1.468], [-0.885, -0.277, 0.846], [-1.606, 0.529, -0.020], [0.866, 0.490, -2.460], [-1.309, 2.029, -1.565], [3.072, -0.651, 0.398], [-1.164, 0.821, -1.412], [0.922, -1.251, 2.550], [-2.520, 0.949, 0.518], [-1.131, -0.623, 1.859], [0.202, 0.526, -1.565], [-1.871, 0.135, -1.997], [0.914, -0.221, -0.638]], "lowdin_charge": [-0.1363, -0.2195, 0.0355, -0.0757, -0.1107, 0.1190, 0.1696, 0.0872, -0.2438, 0.1222, 0.1210, 0.0995, -0.1315, 0.1407, 0.0227], "gap_ev": 8.951, "total_charge": 0, "molar_mass_g_mol": 109.13, "de_lowest_kj_mol": 482.9, "e_lumo_ev": 0.529, "max_force_ev_per_a": 8.490}

{"formula": "C12H24O6S3", "method": "ωB97M-V with the def2-TZVPD basis set", "species": ["H", "O", "O", "C", "S", "C", "H", "C", "H", "H", "H", "C", "C", "C", "H", "H", "H", "H", "H", "C", "H", "C", "H", "H", "H", "S", "H", "H", "H", "C", "O", "O", "O", "H", "C", "H", "C", "O", "H", "H", "S", "H", "H", "C", "H"], "positions_angstrom": [[-1.904, 0.786, 0.874], [-1.072, -3.710, 0.708], [0.683, 4.221, -0.949], [2.693, 0.019, 0.879], [-0.087, 2.963, -0.874], [-2.338, -0.129, 0.831], [1.921, -2.795, 1.806], [-1.931, 2.969, -2.658], [-3.015, 2.871, -2.909], [2.560, -0.805, 2.950], [-2.507, 3.108, -0.740], [3.154, -2.388, -0.017], [2.911, -2.345, 1.539], [0.279, 1.898, -2.273], [-1.072, -0.502, 2.300], [1.518, 0.319, 0.774], [-2.186, -2.649, 3.116], [-1.599, 3.538, -3.512], [-1.589, 4.904, -1.208], [-1.666, 3.502, -1.359], [-1.278, 1.414, -3.869], [-1.150, 1.589, -2.901], [-3.702, -2.392, 2.336], [4.002, -0.464, 2.055], [2.362, -2.702, -0.784], [3.554, -0.735, -0.404], [-0.564, -1.250, 0.147], [-1.856, -1.058, -1.015], [3.325, 0.999, 0.873], [3.121, -0.939, 2.020], [2.883, -0.517, -1.607], [-0.155, 2.248, 0.378], [4.977, -0.646, -0.331], [-2.707, -0.032, 3.168], [-2.534, -2.132, 2.263], [3.892, -2.905, 1.881], [-1.664, -1.271, 0.021], [-3.497, -3.193, 0.193], [-3.443, 0.128, 0.754], [4.037, -2.943, -0.453], [-2.148, -2.750, 0.666], [-1.573, 0.825, -2.169], [0.759, 0.860, -2.018], [-2.256, -0.641, 2.244], [0.854, 2.729, -2.731]], "lowdin_charge": [0.0363, -0.3168, -0.3519, -0.2506, 0.6428, -0.2337, 0.1229, -0.2803, 0.1293, 0.1258, 0.1112, -0.2453, -0.1830, -0.1868, 0.1442, 0.1443, 0.0859, 0.1092, 0.2380, -0.3052, 0.0576, -0.1304, 0.1535, 0.0572, 0.1238, 0.5368, 0.1144, 0.0972, 0.1406, -0.2454, -0.3180, -0.3433, -0.2710, 0.1667, -0.2626, 0.1522, -0.2495, -0.3470, 0.1486, 0.1157, 0.6701, 0.1122, 0.1275, -0.2463, 0.1026], "gap_ev": 10.585, "total_charge": 0, "molar_mass_g_mol": 360.52, "de_lowest_kj_mol": 527.3, "e_lumo_ev": 0.298, "max_force_ev_per_a": 7.412}

{"formula": "C5H12", "method": "ωB97M-V with the def2-TZVPD basis set", "species": ["H", "H", "H", "C", "C", "H", "H", "H", "H", "H", "H", "C", "H", "C", "H", "H", "C"], "positions_angstrom": [[0.104, -1.813, 0.419], [-0.041, 3.048, 3.363], [2.093, -2.098, -0.884], [-0.528, 3.062, 1.423], [-0.797, 2.622, 2.649], [1.198, -3.644, -1.549], [-0.590, -0.452, -2.179], [1.347, -2.012, -2.354], [-1.389, 1.703, 2.777], [-1.086, 3.039, 0.513], [0.163, 3.817, 1.209], [1.198, -2.522, -1.348], [-0.896, -2.469, -0.808], [-0.285, -0.485, -1.099], [0.533, 0.186, -0.970], [-1.051, -0.062, -0.497], [0.028, -1.918, -0.665]], "lowdin_charge": [0.0983, 0.0647, 0.0681, -0.0993, -0.0707, 0.0927, 0.0889, 0.0827, 0.0531, 0.0357, 0.0187, -0.1423, 0.0950, -0.1349, 0.0557, 0.0467, -0.3531], "gap_ev": 11.310, "total_charge": 0, "molar_mass_g_mol": 72.15, "de_lowest_kj_mol": 219.0, "e_lumo_ev": 1.106, "max_force_ev_per_a": 2.493}